Record 1
The following is a quantum chemistry calculation of 2 unconnected molecules or ions with the total composition C2H8NOS in a non-equilibrium geometry, from OMol25.

Energy relative to the best compared isomer or geometry (same formula, charge and spin): 16.5 kcal/mol
E_LUMO: -3.8 eV
Electronic energy: -608.9189 hartree
Net charge: +1

Structure (XYZ):
```
13
Properties=species:S:1:pos:R:3:forces:R:3:lowdin_charge:R:1
C -0.9996 0.5840 2.0005 1.215 -2.506 2.942 -0.10
C 0.3315 0.8288 1.3100 -1.649 2.246 1.444 -0.79
N 0.2067 -0.2179 -2.2408 -1.992 -0.441 0.744 0.33
O 0.7066 0.4238 0.2433 0.252 -0.852 -0.432 -0.04
S 1.1608 2.0927 2.2551 -0.643 -0.498 0.190 0.91
H -0.7849 0.7062 3.1588 -0.482 -0.539 -2.297 0.11
H -1.8083 1.2411 1.8643 -0.724 1.239 -0.960 0.06
H -1.3755 -0.4568 1.8465 0.355 0.759 0.001 0.10
H 0.1294 0.6784 -2.6657 0.499 0.789 -1.195 0.15
H -0.6998 -0.2955 -1.7344 0.669 -0.624 -0.351 0.17
H 0.4420 -1.0159 -2.8014 -0.404 -0.270 -1.056 0.16
H 0.8866 -0.1917 -1.5278 1.234 0.497 1.693 0.08
H 2.2536 1.7819 1.6504 1.671 0.201 -0.723 -0.14
```
Forces are in eV/Å.


Record 2
The following is a quantum chemistry calculation of a single C6H5ClN4O3 molecule in a non-equilibrium geometry, from OMol25.

Energy relative to the best compared isomer or geometry (same formula, charge and spin): 79.2 kcal/mol
E_LUMO (alpha / beta): -2.1 / -0.7 eV
Electronic energy: -1136.2102 hartree

Structure (XYZ):
```
19
Properties=species:S:1:pos:R:3:forces:R:3:lowdin_charge:R:1
C 0.0654 -0.2368 -1.1620 0.444 1.112 1.996 -0.24
C -0.1295 -0.9834 0.0631 1.450 2.933 0.519 -0.11
C -0.5133 0.9648 1.7259 -1.139 -3.396 2.739 -0.17
C -0.5733 2.0033 1.0406 1.050 2.522 -3.082 0.16
C 0.0856 -0.4680 1.4943 -1.784 0.311 -1.988 -0.05
C 0.4681 1.1990 -1.2685 -3.281 -1.665 -0.789 -0.55
N -0.3180 -0.9862 -2.1938 -0.183 -0.100 0.194 0.06
N -0.7158 -2.1154 -1.7481 -0.133 -1.425 0.654 0.06
N -0.5488 -2.1433 -0.3633 -0.799 0.537 -3.602 -0.15
N 1.6899 1.6492 -0.8574 0.534 1.054 0.330 -0.47
O 2.4634 0.8069 -0.4674 1.207 -0.894 0.664 0.09
O 1.8876 2.8510 -0.8727 0.534 0.614 0.021 0.02
O -1.1548 -3.1243 0.2938 -0.781 -1.981 0.841 0.07
Cl -0.4344 2.2588 -2.3012 0.383 -0.700 0.347 0.76
H -1.1405 0.9652 2.6647 0.739 0.052 -0.544 0.13
H -0.3870 2.8083 0.3322 -0.356 -0.360 0.635 0.05
H -0.3362 -1.1462 2.1921 -0.917 -0.584 0.539 0.10
H 1.0857 -0.4773 1.7772 2.115 0.318 -0.017 0.09
H -1.4939 -3.8256 -0.3495 0.917 1.652 0.544 0.17
```
Forces are in eV/Å.


Record 3
The following is a quantum chemistry calculation of a molecular structure, C38H33BF2NO6P2RhS2, from OMol25.

Multiplicity: 5
Energy relative to the best compared isomer or geometry (same formula, charge and spin): 10.0 kcal/mol
E_LUMO (alpha / beta): 0.2 / -1.7 eV
Electronic energy: -3788.3658 hartree
<S²>: 6.018

Structure (XYZ):
```
86
Properties=species:S:1:pos:R:3:forces:R:3:lowdin_charge:R:1
Rh -0.6744 0.0396 0.4437 0.021 0.398 -0.094 0.89
C -1.4429 0.4671 -3.2286 -0.019 0.039 -0.044 -0.32
N -2.1275 -0.7993 -3.3497 0.006 -0.027 -0.023 -0.17
C -2.1561 -1.7506 -2.2584 -0.020 -0.019 -0.005 -0.30
P -0.6386 -1.7667 -1.1943 0.088 -0.028 0.108 1.00
C -0.7561 -3.3642 -0.3512 0.041 -0.040 -0.098 -0.35
C -1.4116 -3.4161 0.8763 0.008 -0.011 0.042 -0.09
C -1.5424 -4.6248 1.5434 0.001 0.003 -0.001 -0.07
C -1.0072 -5.7798 0.9933 -0.003 0.003 0.001 -0.07
C -0.3373 -5.7290 -0.2223 -0.004 -0.001 0.014 -0.07
C -0.2105 -4.5254 -0.8962 -0.033 0.009 0.034 -0.07
C 0.7271 -1.8202 -2.3767 -0.094 -0.008 -0.059 -0.36
C 0.5743 -2.4146 -3.6315 0.007 -0.007 0.023 -0.10
C 1.6123 -2.3762 -4.5481 0.012 0.014 0.018 -0.07
C 2.8054 -1.7456 -4.2171 0.003 0.004 -0.015 -0.07
C 2.9602 -1.1517 -2.9734 0.008 0.002 0.001 -0.06
C 1.9214 -1.1793 -2.0539 0.034 0.000 0.021 -0.07
C -2.4802 -1.2403 -4.6317 -0.011 0.012 -0.012 -0.25
C -3.4578 -2.2288 -4.7946 0.019 0.025 0.004 -0.03
C -3.8074 -2.6705 -6.0594 -0.006 -0.010 0.004 -0.09
C -3.2094 -2.1344 -7.1907 -0.006 -0.008 -0.013 -0.10
C -2.2494 -1.1474 -7.0357 0.002 0.006 -0.007 -0.08
C -1.8788 -0.7042 -5.7749 -0.014 -0.016 0.020 -0.03
P -1.6304 1.2933 -1.5856 -0.071 -0.171 0.091 1.04
C -1.0778 2.9625 -1.9839 0.017 0.024 0.013 -0.36
C 0.2246 3.1383 -2.4460 0.027 -0.002 0.019 -0.10
C 0.6952 4.4103 -2.7236 0.000 -0.011 -0.001 -0.07
C -0.1237 5.5116 -2.5231 -0.001 0.005 -0.002 -0.07
C -1.4140 5.3409 -2.0429 0.006 0.005 0.000 -0.07
C -1.8942 4.0691 -1.7717 -0.002 0.000 -0.023 -0.07
C -3.4231 1.3499 -1.3349 0.014 0.043 -0.069 -0.37
C -3.9037 1.2560 -0.0309 -0.038 0.049 0.054 -0.09
C -5.2710 1.2569 0.2117 0.013 0.006 -0.006 -0.07
C -6.1599 1.3433 -0.8481 -0.010 -0.002 -0.020 -0.07
C -5.6872 1.4390 -2.1523 -0.014 0.003 0.038 -0.07
C -4.3246 1.4457 -2.3964 0.035 -0.041 0.032 -0.08
H -1.8505 1.1563 -3.9712 -0.016 -0.004 0.018 0.10
H -0.3630 0.4035 -3.4278 -0.004 0.003 0.028 0.09
H -2.2671 -2.7546 -2.6700 0.032 0.004 0.018 0.09
H -3.0057 -1.5989 -1.5774 0.026 0.024 0.009 0.10
H -1.7993 -2.5126 1.3369 0.012 0.003 -0.026 0.09
H -2.0431 -4.6550 2.5016 0.000 -0.010 0.003 0.11
H -1.0981 -6.7202 1.5205 0.002 -0.004 0.002 0.11
H 0.0967 -6.6268 -0.6419 -0.003 -0.007 0.001 0.11
H 0.3291 -4.4883 -1.8335 0.004 0.014 -0.025 0.10
H -0.3556 -2.8962 -3.9093 0.006 -0.006 0.014 0.11
H 1.4866 -2.8324 -5.5211 -0.001 -0.004 -0.005 0.11
H 3.6152 -1.7145 -4.9345 0.003 -0.001 -0.002 0.11
H 3.8880 -0.6605 -2.7122 0.003 0.003 -0.006 0.11
H 2.0453 -0.7105 -1.0860 -0.018 -0.009 -0.018 0.09
H -3.9717 -2.6309 -3.9317 -0.002 -0.002 0.005 0.11
H -4.5704 -3.4321 -6.1573 -0.003 -0.004 -0.008 0.10
H -3.4909 -2.4784 -8.1763 0.000 -0.001 -0.005 0.10
H -1.7655 -0.7199 -7.9044 -0.001 0.001 -0.008 0.10
H -1.0999 0.0401 -5.6877 0.004 0.008 0.008 0.10
H 0.8914 2.2899 -2.5553 -0.010 -0.013 0.003 0.11
H 1.7117 4.5417 -3.0691 0.004 0.005 0.000 0.11
H 0.2508 6.5063 -2.7257 -0.002 0.003 0.001 0.11
H -2.0481 6.2003 -1.8692 0.001 0.005 -0.003 0.11
H -2.8985 3.9421 -1.3885 0.000 -0.009 0.002 0.11
H -3.2132 1.2144 0.8070 0.020 -0.010 -0.029 0.09
H -5.6349 1.1916 1.2282 -0.011 0.001 0.004 0.11
H -7.2257 1.3395 -0.6606 -0.005 -0.003 0.001 0.11
H -6.3814 1.5079 -2.9792 -0.009 0.002 0.001 0.11
H -3.9676 1.5204 -3.4159 0.011 -0.006 -0.006 0.11
O -0.0339 -0.4499 4.8892 -0.026 -0.033 -0.007 -0.24
S 0.2507 0.2594 3.6873 0.245 0.096 0.102 0.68
O -0.7193 -0.0157 2.5986 -0.154 -0.244 -0.051 -0.41
O 1.6463 -0.1545 3.1440 -0.175 -0.047 0.095 -0.03
C 0.4206 1.9316 3.9542 -0.079 -0.051 0.040 -0.29
C 0.3578 2.4067 5.2745 -0.041 -0.038 0.057 -0.08
C 0.8312 3.6474 5.6086 -0.014 -0.049 -0.005 -0.09
C 1.4615 4.4572 4.6179 0.006 0.002 -0.055 -0.10
C 1.5542 4.0258 3.3285 0.047 0.054 -0.043 -0.08
C 1.0225 2.7691 2.9371 0.055 0.072 -0.008 -0.31
S 0.8408 2.4701 1.2987 0.014 -0.026 -0.096 0.66
O 1.5264 3.4255 0.4869 0.046 0.014 0.025 -0.25
O -0.5888 2.2469 0.9509 -0.054 0.122 0.025 -0.43
O 1.4077 1.0206 0.9398 -0.041 -0.250 0.010 -0.21
H -0.0503 1.7502 6.0314 -0.004 0.000 0.002 0.11
H 0.7577 3.9937 6.6298 -0.007 0.001 0.008 0.09
H 1.8727 5.4205 4.8870 0.008 0.003 0.001 0.10
H 2.0144 4.6438 2.5698 0.002 -0.003 -0.006 0.11
F 1.5540 -1.2809 1.0865 0.010 -0.051 0.026 0.09
B 2.0627 -0.1427 1.7429 0.125 0.200 -0.205 -1.15
F 3.4130 -0.0534 1.6354 -0.019 0.001 0.067 0.21
```
Forces are in eV/Å.